Run i
Below is one molecule with the formula C4H7NS2, with properties calculated with the ωB97M-V functional and the def2-TZVPD basis.

Structure (ORCA input):
```
! RIJCOSX wB97M-V def2-TZVPD def2/J DEFGRID3
* xyz 0 1
C 0.298 -1.552 0.548
C -0.659 -0.721 0.301
C 1.762 0.220 -0.913
C -2.036 -0.281 0.392
N 0.670 1.021 -0.629
S 2.003 -1.270 0.221
S 0.815 2.198 0.532
H 0.194 -2.526 1.007
H 1.627 -0.228 -1.900
H 2.726 0.738 -0.855
H -2.703 -1.147 0.446
H -2.310 0.318 -0.476
H -2.179 0.325 1.285
H -0.208 2.905 0.039
*
```

HOMO energy (spin up / spin down) = -7.52 / -7.81 eV
HOMO-LUMO gap (spin up / spin down) = 7.17 / 7.88 eV
Lowest unoccupied orbital energy (spin up / spin down) = -0.36 / 0.07 eV

***

Run ii
Below is one molecule with the formula C4H7NS2, with properties calculated with the ωB97M-V functional and the def2-TZVPD basis.

Structure (ORCA input):
```
! RIJCOSX wB97M-V def2-TZVPD def2/J DEFGRID3
* xyz 0 1
C 1.390 1.705 -0.233
C 1.402 0.201 0.024
S 2.675 -0.683 -0.559
N 0.477 -0.368 0.727
C -0.508 -1.163 0.792
C -1.365 -1.422 -0.352
S -2.708 -0.026 -0.095
H 2.230 2.242 0.192
H 0.485 2.064 0.159
H 1.270 1.854 -1.246
H -0.678 -1.746 1.761
H -0.763 -1.347 -1.392
H -1.960 -2.267 -0.105
H -1.948 0.957 0.327
*
```

HOMO energy = -8.10 eV
HOMO-LUMO gap = 8.01 eV
Structure (SMILES) = CC(=S)/N=C\CS
Lowest unoccupied orbital energy = -0.10 eV

***

Run iii
Below is C4H7NS2 as an isolated structure, with properties calculated with the ωB97M-V functional and the def2-TZVPD basis.

Structure (ORCA input):
```
! RIJCOSX wB97M-V def2-TZVPD def2/J DEFGRID3
* xyz 0 1
C -1.617 -0.056 2.558
C -0.962 0.293 1.374
C 1.441 1.041 0.031
C 0.068 -1.201 -2.777
H -1.117 0.422 3.731
H -2.450 -0.941 2.592
H -1.299 -0.511 0.424
H 1.946 0.307 0.653
H 2.141 2.034 -0.002
H -0.217 -0.339 -3.622
H 0.050 -2.397 -2.796
N 0.756 -0.991 -1.652
S 0.060 1.560 1.129
S 1.202 0.779 -1.643
*
```

HOMO energy = -8.26 eV
HOMO-LUMO gap = 8.73 eV
Lowest unoccupied orbital energy = 0.48 eV

***

Which of them is the most stable? Correct choice: run ii.

***

Run i
Below is one molecule with the formula CH2FPS2, with properties calculated with the ωB97M-V functional and the def2-TZVPD basis.

Structure (ORCA input):
```
! RIJCOSX wB97M-V def2-TZVPD def2/J DEFGRID3
* xyz 0 1
C -2.074 -2.271 0.519
F -0.763 -2.656 0.784
P 0.002 -0.208 -0.837
S 0.631 -0.452 -2.610
S -2.208 -0.803 -0.087
H 0.806 -0.405 0.223
H -0.260 1.228 -0.744
*
```

HOMO energy = -9.07 eV
HOMO-LUMO gap = 7.76 eV
Lowest unoccupied orbital energy = -1.30 eV

***

Run ii
Below is one molecule with the formula CH2FPS2, with properties calculated with the ωB97M-V functional and the def2-TZVPD basis.

Structure (ORCA input):
```
! RIJCOSX wB97M-V def2-TZVPD def2/J DEFGRID3
* xyz 0 1
C 0.590 -2.040 -0.673
F -0.017 -2.097 0.487
P -0.161 0.971 0.133
S 1.144 1.564 1.426
S 0.443 -0.473 -1.447
H -1.099 0.414 0.909
H -0.899 1.661 -0.835
*
```

HOMO energy = -9.31 eV
HOMO-LUMO gap = 8.53 eV
Lowest unoccupied orbital energy = -0.79 eV

***

Which of them is the most stable? Correct choice: run ii.

***

Run i
Below is a 2-piece molecular cluster, C3H7NO2 overall, with properties calculated with the ωB97M-V functional and the def2-TZVPD basis.

Structure (ORCA input):
```
! RIJCOSX wB97M-V def2-TZVPD def2/J DEFGRID3
* xyz 0 1
C -0.410 -0.575 1.813
C -1.154 -0.918 0.557
O -1.910 -0.161 -0.015
H -0.335 0.509 1.937
H 0.584 -1.026 1.810
H -0.993 -0.988 2.643
H -0.989 -1.941 0.166
N 1.464 1.164 -2.043
C 0.949 0.397 -1.055
O 1.542 -0.493 -0.471
H 0.840 1.743 -2.581
H 2.374 0.943 -2.414
H -0.090 0.670 -0.823
*
```

HOMO energy = -9.81 eV
HOMO-LUMO gap = 10.77 eV
Structure (SMILES) = CC=O.NC=O
Lowest unoccupied orbital energy = 0.96 eV

***

Run ii
Below is a 2-piece molecular cluster, C3H7NO2 overall, with properties calculated with the ωB97M-V functional and the def2-TZVPD basis.

Structure (ORCA input):
```
! RIJCOSX wB97M-V def2-TZVPD def2/J DEFGRID3
* xyz 0 1
N -3.087 1.009 0.077
C -2.024 0.887 0.512
O -0.984 1.049 1.304
O -1.271 1.315 2.689
H -0.395 1.594 2.996
C 0.399 -1.006 -0.568
C 1.590 -0.467 -1.326
H 0.675 -1.354 0.423
H -0.100 -1.815 -1.094
H -0.504 -0.194 -0.460
H 2.087 0.324 -0.768
H 1.294 -0.082 -2.299
H 2.320 -1.262 -1.486
*
```

HOMO energy = -11.01 eV
HOMO-LUMO gap = 10.76 eV
Structure (SMILES) = N#COO.CC
Lowest unoccupied orbital energy = -0.25 eV

***

Which of them is the most stable? Correct choice: run i.

***

Run i
Below is one molecule with the formula C3H7NO2, with properties calculated with the ωB97M-V functional and the def2-TZVPD basis.

Structure (ORCA input):
```
! RIJCOSX wB97M-V def2-TZVPD def2/J DEFGRID3
* xyz 0 1
H 0.747 2.642 0.679
N 0.439 1.698 0.467
C 1.364 0.989 -0.037
O 1.278 -0.268 -0.451
C 0.152 -1.204 -0.393
C -1.177 -0.790 0.237
O -1.678 0.375 -0.337
H 2.388 1.351 -0.190
H 0.579 -2.072 0.119
H -0.036 -1.467 -1.438
H -1.100 -0.730 1.334
H -1.894 -1.598 0.022
H -1.061 1.073 -0.010
*
```

HOMO energy = -9.85 eV
HOMO-LUMO gap = 10.73 eV
Structure (SMILES) = [H]/N=C/OCCO
Lowest unoccupied orbital energy = 0.87 eV

***

Run ii
Below is a 2-piece molecular cluster, C3H7NO2 overall, with properties calculated with the ωB97M-V functional and the def2-TZVPD basis.

Structure (ORCA input):
```
! RIJCOSX wB97M-V def2-TZVPD def2/J DEFGRID3
* xyz 0 1
C -1.013 -2.002 -0.241
C -1.381 -0.820 -0.603
N -1.649 0.354 -0.746
O -2.836 0.936 -0.387
O -3.802 0.121 0.403
H -0.598 -1.957 0.798
H -0.796 -2.910 -0.719
H -4.482 0.861 0.464
C 0.948 0.256 1.884
H 1.668 0.786 2.583
H 0.229 0.969 1.444
H 1.707 -0.024 1.222
H 0.557 -0.470 2.543
*
```

HOMO energy = -9.67 eV
HOMO-LUMO gap = 10.30 eV
Structure (SMILES) = C=C=NOO.C
Lowest unoccupied orbital energy = 0.63 eV

***

Which of them is the most stable? Correct choice: run i.

***

Run i
Below is one molecule with the formula C3H7NO2, with properties calculated with the ωB97M-V functional and the def2-TZVPD basis.

Structure (ORCA input):
```
! RIJCOSX wB97M-V def2-TZVPD def2/J DEFGRID3
* xyz 0 1
N -1.341 1.650 0.524
C -0.033 1.176 0.451
O 0.927 1.870 0.693
C -0.004 -0.340 0.274
C 1.003 -0.917 -0.719
O 0.752 -2.274 -0.937
H -1.495 2.641 0.444
H -1.804 1.195 1.299
H 0.257 -0.832 1.237
H -1.013 -0.696 0.043
H 0.842 -0.312 -1.647
H 2.069 -0.712 -0.556
H -0.160 -2.450 -1.106
*
```

HOMO energy = -9.99 eV
HOMO-LUMO gap = 10.71 eV
Structure (SMILES) = NC(=O)CCO
Lowest unoccupied orbital energy = 0.72 eV

***

Run ii
Below is one molecule with the formula C3H7NO2, with properties calculated with the ωB97M-V functional and the def2-TZVPD basis.

Structure (ORCA input):
```
! RIJCOSX wB97M-V def2-TZVPD def2/J DEFGRID3
* xyz 0 1
H -2.004 -1.089 -1.557
N -1.252 -0.715 -0.990
C -1.505 -0.799 0.251
O -0.694 -0.342 1.199
C 0.394 0.515 0.790
C 1.609 -0.210 0.223
O 1.542 -0.541 -1.136
H -2.398 -1.244 0.699
H 0.672 1.025 1.716
H 0.012 1.243 0.066
H 1.810 -1.089 0.858
H 2.462 0.471 0.338
H 0.616 -0.777 -1.329
*
```

HOMO energy = -9.93 eV
HOMO-LUMO gap = 10.80 eV
Structure (SMILES) = [H]/N=C/OCCO
Lowest unoccupied orbital energy = 0.87 eV

***

Which of them is the most stable? Correct choice: run i.